The following is a DFT calculation (wB97M-V/def2-TZVPD) of the ion C2H3INOS with charge +1.

Results
ΔE to the lowest compared entry with this formula, charge and spin ... 1.217 eV
Orbital gap (spin up / spin down) ... 7.71 / 7.71 eV

ORCA input file:
```
! RIJCOSX wB97M-V def2-TZVPD def2/J DEFGRID3
* xyz 1 1
I -3.409 -1.599 -0.148
S -2.407 0.828 0.233
O -2.196 1.770 -0.821
N 1.839 -0.201 0.146
C 0.408 -0.209 0.017
C -0.751 0.088 0.177
H 2.287 0.488 0.728
H 1.929 -1.127 0.482
H 2.300 -0.038 -0.814
*
```

=====

The following is a DFT calculation (wB97M-V/def2-TZVPD) of a structure of composition C38H30N6PdS2.

Results
Orbital gap ... 3.62 eV

ORCA input file:
```
! RIJCOSX wB97M-V def2-TZVPD def2/J DEFGRID3
* xyz 4 1
Pd 0.396 -1.320 -1.205
S -3.766 2.864 -5.139
S 0.616 3.958 4.629
N 2.503 0.325 -0.763
N 0.340 -1.891 1.651
N 1.621 -2.851 -0.748
N -0.726 0.335 -1.760
N -1.372 -2.354 -0.834
N 0.711 0.208 0.640
C -2.099 1.575 -3.342
C -2.103 2.665 -2.489
C -0.418 3.732 0.684
C -2.215 -2.530 -1.867
C 0.025 3.847 6.178
C 0.267 2.544 1.008
C -3.549 0.850 -6.697
C 0.512 2.203 4.410
C 2.574 1.666 1.341
C 1.374 2.377 2.060
C -1.822 -2.552 0.421
C -0.001 1.619 5.628
C -0.721 1.431 -0.937
C 2.179 -3.134 0.436
C -4.039 -2.983 -0.419
C 2.099 -3.437 -1.868
C -1.380 2.624 -1.282
C -3.161 -2.836 0.644
C -0.266 2.534 6.602
C 0.027 1.422 0.252
C -4.161 2.070 -6.588
C 3.784 -4.568 -0.638
C -2.761 0.546 -5.572
C 1.996 0.668 0.405
C 0.242 -0.491 1.870
C 1.588 -2.615 1.748
C 0.888 1.579 3.266
C 3.554 2.551 0.647
C 3.170 -4.299 -1.857
C -2.784 1.545 -4.618
C -1.364 0.434 -2.909
C -3.544 -2.856 -1.707
C 4.002 2.249 -0.593
C 0.889 0.071 3.152
C -1.232 3.750 -0.421
C -0.875 -2.695 1.608
C 3.275 -3.983 0.507
C 3.523 1.066 -1.217
H 3.978 0.726 -2.142
H -0.823 -0.246 1.902
H -1.316 -0.429 -3.557
H -5.080 -3.219 -0.243
H 3.706 -4.207 1.475
H 0.380 -0.383 3.998
H -4.820 2.548 -7.296
H 1.713 3.362 2.380
H 1.580 -3.204 -2.791
H -1.465 -2.590 2.523
H 3.976 3.381 1.204
H -2.200 -0.374 -5.491
H 2.357 -2.046 2.277
H 4.631 -5.240 -0.582
H -0.282 4.635 1.266
H -0.649 2.311 7.587
H -1.743 4.667 -0.689
H 4.762 2.839 -1.088
H -2.637 3.569 -2.755
H -0.162 0.559 5.759
H 1.433 -3.501 2.370
H -3.666 0.202 -7.552
H 3.208 1.146 2.087
H -4.170 -3.004 -2.576
H -1.791 -2.434 -2.857
H -3.505 -2.985 1.659
H 1.933 -0.253 3.235
H -0.099 4.746 6.770
H -0.550 -3.738 1.585
H 3.506 -4.754 -2.778
*
```

=====

Number 1: strongest force on any atom 3.45 eV Å⁻¹, electronic energy -24584.23776 eV. Number 2: strongest force on any atom 0.43 eV Å⁻¹, electronic energy -73943.97493 eV.